{"formula": "C26H46As3ClN5O4Ti", "method": "ωB97M-V with the def2-TZVPD basis set", "symbols": ["As", "As", "As", "Ti", "Cl", "O", "O", "O", "O", "N", "N", "N", "N", "N", "C", "C", "C", "C", "C", "C", "C", "C", "C", "C", "C", "C", "C", "C", "C", "C", "C", "C", "C", "C", "C", "C", "C", "C", "C", "C", "H", "H", "H", "H", "H", "H", "H", "H", "H", "H", "H", "H", "H", "H", "H", "H", "H", "H", "H", "H", "H", "H", "H", "H", "H", "H", "H", "H", "H", "H", "H", "H", "H", "H", "H", "H", "H", "H", "H", "H", "H", "H", "H", "H", "H", "H"], "xyz": [[1.47064, -1.84332, -6.17524], [1.23802, -2.20617, -0.81568], [-1.21850, -0.70087, -2.80390], [-0.75367, -0.52845, -0.05032], [4.23731, 1.75908, 4.48523], [-0.52177, -1.05931, 1.75177], [1.93501, 1.27131, 6.40519], [-1.32223, 0.21261, 3.39152], [-0.16448, 1.03749, 5.74111], [1.84477, 0.19870, 1.94777], [-2.14768, 1.14528, 0.37002], [0.44609, 1.26228, -0.57256], [-2.73202, -1.57053, 0.06287], [2.99593, 0.72203, 2.39229], [4.15453, 1.83828, 0.57131], [1.76409, -3.30228, 0.69095], [5.14290, -0.11017, 1.61108], [0.35430, -3.22854, -3.54875], [-1.00731, -2.51468, -3.53134], [2.94027, -1.41988, -1.31861], [2.91679, 1.08058, 3.69365], [-3.54915, 0.73540, 0.14209], [-3.71018, -0.65672, 0.72413], [6.24595, 0.97148, -0.23302], [0.15036, -4.56989, -4.26717], [-1.70733, 2.38636, -0.29355], [2.20506, -3.48346, -6.94450], [-0.20771, 2.50445, -0.08154], [-0.22886, 0.53124, -3.94251], [1.62761, 0.81045, 4.12965], [5.22240, 1.90723, -0.31131], [-0.37522, -0.20656, 2.75791], [1.14979, 1.06015, 5.52910], [-3.00790, -0.35630, -3.49187], [6.21118, -0.02906, 0.72977], [1.01607, 0.25040, 2.98884], [1.43394, -2.39067, -4.24572], [-0.35874, -2.05326, -6.87487], [0.83337, -3.59556, -2.12958], [4.12458, 0.82276, 1.51293], [-1.93826, 2.30287, -1.35887], [1.09413, -5.11372, -4.32867], [3.36998, -0.97266, -0.42280], [-1.03328, -1.28266, -6.50201], [-3.74138, -1.01838, -3.03183], [0.08089, -4.21816, -1.63352], [-1.39487, -2.45612, -4.54762], [-0.31004, 0.25054, -4.99050], [-3.73510, 0.73528, -0.93381], [-3.29204, 0.67773, -3.29988], [1.57342, -4.35308, -6.77715], [0.91513, -3.88898, 1.03715], [-2.22682, 3.26585, 0.09244], [3.60645, -2.19625, -1.69258], [1.33110, 1.11016, -0.08239], [-2.03593, 1.26568, 1.38096], [2.82260, -0.65533, -2.08357], [-0.26996, -1.90499, -7.95138], [-4.25393, 1.42802, 0.60653], [2.57738, -3.96868, 0.40737], [7.08547, 1.03320, -0.91204], [-0.22056, -4.42655, -5.27916], [0.18660, 3.39268, -0.57463], [5.26822, 2.70354, -1.04182], [-0.56540, -5.19666, -3.73192], [-0.79333, -3.03665, -6.70847], [7.01926, -0.74400, 0.80217], [0.82921, 0.56562, -3.68615], [1.73876, -4.20275, -2.20779], [-0.66742, 1.52242, -3.81525], [-4.73249, -1.01421, 0.60654], [-1.72198, -3.11355, -2.95479], [0.00986, 2.59386, 0.98539], [-0.67861, 0.87248, 4.93077], [5.10105, -0.87778, 2.37352], [-3.12758, -1.90263, -0.81181], [3.36942, 2.58589, 0.55767], [-2.60689, -2.39686, 0.64367], [3.19623, -3.66779, -6.53234], [-3.01471, -0.52730, -4.56772], [1.55679, -1.45503, -3.69585], [-3.47543, -0.63817, 1.78956], [2.39148, -2.91257, -4.14665], [2.08565, -2.64003, 1.49256], [2.31299, -3.32765, -8.01718], [0.66443, 1.34846, -1.56071]], "charge": 2, "s_squared": 0.753, "homo_energy_ev": [-13.24, -13.24], "orbital_gap_ev": [7.05, 7.39], "spin_multiplicity": 2, "e_above_lowest_ev": 0.000, "largest_force_ha_per_bohr": 0.012}



{"formula": "C26H46F9N2O6", "method": "ωB97M-V with the def2-TZVPD basis set", "symbols": ["F", "F", "F", "F", "F", "F", "F", "F", "F", "O", "O", "O", "O", "O", "O", "N", "N", "C", "C", "C", "C", "C", "C", "C", "C", "C", "C", "C", "C", "C", "C", "C", "C", "C", "C", "C", "C", "C", "C", "C", "C", "C", "C", "H", "H", "H", "H", "H", "H", "H", "H", "H", "H", "H", "H", "H", "H", "H", "H", "H", "H", "H", "H", "H", "H", "H", "H", "H", "H", "H", "H", "H", "H", "H", "H", "H", "H", "H", "H", "H", "H", "H", "H", "H", "H", "H", "H", "H", "H"], "xyz": [[-2.40163, -2.35236, 2.18820], [-0.93420, 0.84260, 0.83126], [-0.06507, -3.09182, 2.40712], [-1.95477, -0.85050, -1.53571], [-2.98358, -0.11306, 0.61323], [-0.20792, -1.76047, 4.19005], [0.18696, -0.72244, -0.81440], [-2.21434, -0.34555, 3.19549], [-1.16649, -2.62573, -0.37748], [2.71696, -3.54392, 1.61222], [-4.56856, -6.25696, -0.78737], [-5.74672, 2.67254, -3.52948], [6.18012, 1.54794, -0.62567], [6.27155, -2.37698, 1.73721], [-1.53745, 5.69781, -3.26657], [2.19437, -1.22968, 1.48852], [-0.78462, 2.17836, 3.39114], [8.22535, -3.72622, 1.33626], [8.20794, -1.26608, 0.83215], [-5.66992, 3.30948, -1.21226], [-2.40956, 6.61633, -3.92485], [-4.44266, 1.28739, -2.05824], [-3.80634, -4.17176, 0.13759], [3.60953, 0.96912, 1.87862], [7.39007, -2.54759, 0.86300], [-4.35691, -4.88036, -1.09017], [3.37462, -0.40346, 1.21950], [-2.87877, 6.01334, -5.23947], [1.13597, -0.82048, 2.41371], [-0.11802, -1.72253, 2.74158], [-1.59392, -0.42368, 0.84913], [2.52296, 1.50493, 2.82891], [5.15264, 1.99085, -0.04330], [2.18269, -2.51996, 0.72015], [1.26075, 0.58920, 3.10351], [3.52890, -4.49844, 0.87545], [0.21149, 1.25623, 4.08712], [-3.58325, 6.93993, -3.01419], [-4.90750, 2.69931, -2.37795], [-5.66529, -4.25623, -1.54938], [4.93896, 1.78401, 1.55061], [-1.55110, -1.19057, 2.24158], [-1.08804, -1.22842, -0.45250], [-2.03697, 4.88976, -3.08857], [-0.38949, 0.56494, 4.75406], [-4.14683, 6.03425, -2.76605], [-0.23934, 2.55961, 2.58704], [-3.53684, 6.70103, -5.77662], [4.32607, 2.53975, -0.61207], [9.08081, -3.89342, 0.67741], [6.61659, -2.19382, 2.62170], [5.04447, 2.76410, 2.13991], [-4.04286, 3.32488, -2.61923], [0.79551, 1.95695, 4.80486], [-5.04606, 3.35959, -0.31575], [-4.50535, -4.24400, 0.97712], [-6.56605, 2.72455, -0.98165], [8.57714, -1.01461, 1.83199], [2.90524, -2.46085, -0.18291], [4.37572, -3.97039, 0.28766], [-3.78116, 1.27206, -1.18890], [-0.91087, 2.99570, 4.01445], [4.19896, -0.76349, 0.49567], [7.59244, -0.42455, 0.50110], [6.99396, -2.75489, -0.13548], [-3.62378, -4.83490, -1.90050], [-3.90750, 0.85913, -2.91033], [9.06285, -1.35962, 0.15828], [-2.87209, -4.63784, 0.46332], [7.62231, -4.63793, 1.36451], [-4.26244, 7.65544, -3.48458], [2.64680, 2.53114, 3.33878], [-6.00736, 4.31932, -1.46070], [5.82420, 1.11954, 1.88990], [-2.02466, 5.77505, -5.87908], [4.06602, -5.14316, 1.66887], [-3.41802, 5.07565, -5.06871], [2.90627, -5.16647, 0.18511], [-5.21603, -6.30864, -0.07140], [-3.23116, 7.36157, -2.06866], [-3.61707, -3.11529, -0.06846], [-1.83544, 7.52583, -4.12185], [-6.51468, 2.12183, -3.32602], [-5.53142, -3.20179, -1.80568], [8.59497, -3.55961, 2.35317], [-6.05501, -4.78223, -2.42478], [-5.29676, 0.63205, -1.85873], [-6.42908, -4.33164, -0.76863], [1.15879, -2.83870, 0.33609]], "charge": 1, "homo_energy_ev": -11.62, "orbital_gap_ev": 6.27, "largest_force_ha_per_bohr": 0.100}